Computed, not measured: a 2-piece molecular cluster, C6H14S overall, with the ωB97M-V functional and the def2-TZVPD basis.

Structure (XYZ):
```
21
Properties=species:S:1:pos:R:3
C 2.764 -1.344 1.025
C 2.078 -2.410 0.608
H 2.287 -0.565 1.630
H 3.823 -1.218 0.774
H 1.019 -2.536 0.858
H 2.555 -3.189 0.002
S -1.311 0.693 0.383
C 0.258 2.881 0.853
C -2.517 -1.434 -0.837
C -0.094 1.879 -0.240
C -1.510 -0.321 -1.102
H 0.686 2.363 1.728
H -0.641 3.433 1.175
H 1.000 3.606 0.476
H -3.498 -1.009 -0.565
H -2.641 -2.054 -1.741
H -2.172 -2.079 -0.012
H -0.517 2.395 -1.124
H 0.806 1.328 -0.572
H -1.849 0.325 -1.935
H -0.525 -0.743 -1.383
```

Results
energy relative to the best compared isomer or geometry (same formula, charge and spin) = 5.1 kJ/mol
LUMO energy = 1.05 eV
SMILES = CCSCC.C=C
spin multiplicity = 1
electronic energy = -17283.3949 eV

Löwdin population analysis, charges in e, atoms 1 to 2:
1. C -0.087
2. C -0.087


Computed, not measured: C6H15Cl2INbO3 as an isolated structure at a distorted geometry, with the ωB97M-V functional and the def2-TZVPD basis.

Structure (XYZ):
```
28
Properties=species:S:1:pos:R:3
C -0.218 -2.313 0.319
C -1.328 -1.449 -0.281
O -2.082 -0.802 0.757
C -0.873 -0.353 -1.241
Nb 0.924 0.856 -0.712
I 0.851 1.481 1.997
C 2.692 2.060 -1.546
C 3.629 1.250 -2.340
O 3.713 1.174 -3.539
O 4.510 0.490 -1.550
H 0.159 -1.849 1.235
H -0.574 -3.317 0.564
H 0.615 -2.412 -0.380
H -2.002 -2.124 -0.831
H -2.201 -1.392 1.509
H -0.763 -0.797 -2.233
H -1.678 0.388 -1.327
H 0.087 2.399 -1.224
H 0.899 0.729 -2.456
H 2.198 -0.528 -0.794
H 2.309 2.871 -2.158
H 3.175 2.422 -0.633
H 3.986 -0.245 -1.207
C -3.624 0.366 3.483
Cl -3.597 1.207 5.040
Cl -3.417 -1.385 3.657
H -4.586 0.543 3.021
H -2.805 0.729 2.872
```

Results
net charge = -1
LUMO energy = 2.43 eV
spin multiplicity = 1
electronic energy = -47302.3468 eV

Löwdin population analysis, charges in e, atoms 1 to 2:
1. C -0.092
2. C -0.531


Computed, not measured: C6H15ClINO2PW as an isolated structure at a distorted geometry, with the ωB97M-V functional and the def2-TZVPD basis.

Structure (XYZ):
```
28
Properties=species:S:1:pos:R:3
C -0.906 -2.637 0.386
C 0.309 -1.771 0.683
H -0.595 -3.665 0.132
H -1.513 -2.258 -0.460
H -1.572 -2.689 1.268
O 1.466 -2.195 0.699
I 0.463 2.589 2.488
W -0.358 0.373 1.071
P 0.061 0.838 -1.099
C 1.730 1.297 -1.612
C -0.485 -0.398 -2.300
H -1.936 2.189 -0.882
H -1.100 2.418 -2.448
H -0.464 3.192 -0.966
C -0.963 2.305 -1.367
H -1.528 -0.670 -2.117
H -0.391 0.035 -3.300
H 1.699 1.596 -2.666
H 2.402 0.442 -1.493
H 0.140 -1.292 -2.231
H 2.101 2.127 -1.004
C 1.762 0.371 1.294
O 2.927 0.369 1.370
Cl -2.641 0.339 1.194
N -0.169 -0.604 3.072
H 0.522 -1.369 3.114
H -1.068 -1.008 3.392
H 0.109 0.076 3.779
```

Results
net charge = +3
LUMO energy (spin up / spin down) = -14.78 / -15.56 eV
spin multiplicity = 3
electronic energy = -43755.4317 eV

Löwdin population analysis, charges in e, atoms 1 to 2:
1. C 0.004
2. C -0.340


Computed, not measured: C6H15F2N3 as an isolated structure at a distorted geometry, with the ωB97M-V functional and the def2-TZVPD basis.

Structure (XYZ):
```
26
Properties=species:S:1:pos:R:3
C -2.671 0.066 0.973
C -1.461 -1.021 1.266
C -0.538 -1.060 -0.127
C 0.516 0.933 -1.491
C 1.894 0.977 -0.951
C 2.616 -0.094 -0.183
H -2.188 -0.019 -0.986
H -4.118 -0.777 -0.739
H -2.254 1.003 1.246
H -3.314 -0.201 1.708
H -1.882 -2.149 1.373
H -0.856 -0.761 2.226
H 0.475 -1.536 -0.022
H -1.045 -1.744 -0.858
H -0.875 1.136 0.164
H 0.550 0.371 -2.681
H 0.310 2.193 -1.464
H 2.652 -1.105 -0.637
H 3.679 0.225 -0.126
H 2.669 -0.931 1.602
H 2.551 0.891 1.728
N -3.142 0.087 -0.359
N -0.560 0.345 -0.736
N 2.108 -0.043 1.323
F 2.698 1.032 -2.084
F 2.186 2.184 -0.165
```

Results
energy relative to the best compared isomer or geometry (same formula, charge and spin) = 320.3 kJ/mol
LUMO energy = 0.72 eV
spin multiplicity = 1
electronic energy = -16364.3445 eV

Löwdin population analysis, charges in e, atoms 1 to 2:
1. C -0.385
2. C -0.131


Computed, not measured: C6H15InNO14P3 as an isolated structure at a distorted geometry, with the ωB97M-V functional and the def2-TZVPD basis.

Structure (XYZ):
```
40
Properties=species:S:1:pos:R:3
In -23.543 27.389 -11.578
P -22.425 31.890 -9.173
O -21.898 32.568 -7.928
O -21.455 31.006 -10.091
O -23.124 32.981 -10.101
O -23.522 30.837 -8.844
P -24.347 30.819 -15.534
O -23.461 31.991 -15.926
O -25.243 30.405 -16.804
O -25.155 30.922 -14.203
O -23.200 29.799 -15.264
P -28.729 27.158 -11.534
O -27.681 26.767 -12.634
O -27.824 27.759 -10.435
O -29.597 26.018 -10.929
O -29.434 28.478 -12.115
C -26.831 19.951 -15.258
O -26.129 20.986 -14.578
C -24.907 20.688 -14.027
C -24.214 22.016 -13.650
N -24.781 22.706 -12.472
C -24.840 21.975 -11.282
C -25.486 22.672 -10.068
O -24.641 23.666 -9.702
C -25.177 24.258 -8.615
H -27.905 19.911 -15.078
H -26.556 18.930 -14.992
H -26.834 20.136 -16.333
H -24.336 20.400 -14.911
H -24.989 19.915 -13.263
H -24.281 22.679 -14.513
H -23.194 21.749 -13.374
H -25.665 23.041 -12.827
H -23.856 21.574 -11.039
H -25.398 21.045 -11.397
H -25.736 22.013 -9.237
H -26.454 22.978 -10.465
H -26.214 24.544 -8.437
H -24.539 25.134 -8.727
H -24.984 23.630 -7.746
```

Results
energy relative to the best compared isomer or geometry (same formula, charge and spin) = 159.6 kJ/mol
net charge = -6
LUMO energy = 9.86 eV
spin multiplicity = 1
electronic energy = -69630.2198 eV

Löwdin population analysis, charges in e, atoms 1 to 2:
1. In 0.850
2. P -0.137


Computed, not measured: an isolated ion of composition C6H15N and charge -1 at a distorted geometry, with the ωB97M-V functional and the def2-TZVPD basis.

Structure (XYZ):
```
22
Properties=species:S:1:pos:R:3
C -0.066 -2.588 1.441
C 0.335 -1.397 0.545
C -0.759 -0.303 0.527
C -1.050 0.567 -0.716
C 0.147 1.148 -1.411
C 0.211 2.695 -1.358
N 1.683 -0.926 0.933
H -0.693 -3.350 0.979
H -0.581 -2.134 2.293
H 0.838 -3.158 1.659
H 0.458 -1.901 -0.422
H -0.500 0.399 1.346
H -1.680 -0.759 0.919
H -1.610 1.390 -0.228
H -1.809 0.051 -1.301
H 0.083 0.961 -2.491
H 1.128 0.772 -1.125
H 1.060 3.069 -1.925
H -0.698 3.169 -1.773
H 0.058 3.027 -0.328
H 1.788 -0.010 0.512
H 1.657 -0.722 1.925
```

Results
energy relative to the best compared isomer or geometry (same formula, charge and spin) = 57.1 kJ/mol
net charge = -1
LUMO energy (spin up / spin down) = 3.95 / 3.98 eV
spin multiplicity = 2
electronic energy = -7953.2513 eV

Löwdin population analysis, charges in e, atoms 1 to 2:
1. C -0.142
2. C -0.479


Computed, not measured: C6H15N as an isolated structure at a distorted geometry, with the ωB97M-V functional and the def2-TZVPD basis.

Structure (XYZ):
```
22
Properties=species:S:1:pos:R:3
C -1.263 0.168 -2.169
C -0.006 -0.135 -2.923
C -1.292 1.308 -1.330
N -0.474 -0.871 0.317
C -0.777 0.096 1.029
C 0.082 0.484 2.218
C 1.581 0.500 1.876
H -1.255 0.023 -0.904
H -2.198 -0.108 -2.627
H 0.838 -0.015 -2.244
H 0.028 0.558 -3.769
H 0.035 -1.155 -3.288
H -0.411 1.913 -1.208
H -2.234 1.837 -1.308
H 1.501 -4.222 2.398
H -1.789 0.553 0.831
H 2.009 -3.853 1.997
H -0.046 -0.138 3.105
H -0.179 1.488 2.574
H 2.103 0.430 2.833
H 1.871 -0.297 1.199
H 1.877 1.436 1.393
```

Results
energy relative to the best compared isomer or geometry (same formula, charge and spin) = 673.5 kJ/mol
LUMO energy = -0.14 eV
spin multiplicity = 1
electronic energy = -7948.7866 eV

Löwdin population analysis, charges in e, atoms 1 to 2:
1. C -0.213
2. C -0.068


Computed, not measured: a single C6H15N molecule at a distorted geometry, with the ωB97M-V functional and the def2-TZVPD basis.

Structure (XYZ):
```
22
Properties=species:S:1:pos:R:3
C 0.887 0.993 1.829
C -0.181 0.909 0.711
N 0.125 -0.121 -0.420
C -0.203 -1.546 -0.020
C 0.563 -2.047 1.137
C -0.896 0.308 -1.495
C -0.171 1.293 -2.322
H 1.436 1.951 1.645
H 1.585 0.217 1.975
H 0.374 1.203 2.776
H -1.278 0.758 0.927
H -0.111 1.924 0.281
H 0.059 -2.138 -0.905
H -1.282 -1.864 0.112
H -0.167 -2.289 2.013
H 1.108 -1.309 1.744
H 1.074 -2.957 0.946
H -1.818 0.710 -1.070
H -1.054 -0.564 -2.221
H 0.688 0.875 -2.930
H 0.141 2.091 -1.581
H -0.880 1.603 -3.132
```

Results
energy relative to the best compared isomer or geometry (same formula, charge and spin) = 252.0 kJ/mol
LUMO energy = 1.18 eV
SMILES = CCN(CC)CC
spin multiplicity = 1
electronic energy = -7953.1544 eV

Löwdin population analysis, charges in e, atoms 1 to 2:
1. C -0.090
2. C -0.219


> Among the records above, which one has the highest electronic energy?

number 7